Entry 1:
39
Properties=species:S:1:pos:R:3 method="wB97M-V/def2-TZVPD" mol_weight_g_mol=452.70 homo_energy_ev=-8.414 largest_force_ev_per_a=14.6 gap_ev=7.59 spin_multiplicity=1
O -1.795 3.600 -0.055
C -1.112 2.502 -0.309
N 0.021 2.058 0.494
C 0.530 2.906 1.503
C 0.320 4.367 1.564
C 0.833 5.004 2.840
C 1.558 4.292 3.704
N 2.101 2.941 3.425
C 1.495 2.358 2.454
Cl 1.730 0.598 2.241
H 2.379 4.608 4.691
H 0.897 6.059 3.091
H -0.380 4.905 0.932
H 0.382 1.255 0.401
C -1.420 1.689 -1.414
H -2.292 2.232 -1.953
H -2.200 0.828 -0.991
O -0.486 1.194 -2.038
C -0.223 -0.273 -2.274
O -1.248 -0.958 -1.862
C 1.031 -0.477 -3.021
N 1.368 -1.704 -2.148
S 1.360 -1.805 -0.563
O 0.921 -0.408 -0.120
O 2.815 -2.379 -0.165
C -0.031 -2.938 -0.355
C -1.230 -2.459 0.338
C -2.046 -3.507 0.762
C -2.226 -4.599 0.148
C -1.123 -5.060 -0.707
C 0.094 -4.164 -0.853
Cl 1.429 -4.518 -1.916
H -0.980 -6.050 -1.136
H -2.985 -5.289 0.137
H -3.032 -3.076 1.270
Cl -1.114 -1.132 1.426
H 2.455 -2.085 -2.798
H 1.461 0.240 -2.756
H 0.745 -0.755 -3.987



Entry 2:
8
Properties=species:S:1:pos:R:3 method="wB97M-V/def2-TZVPD" smiles="NC(N)=O" mol_weight_g_mol=60.06 homo_energy_ev=-10.129 relative_energy_kj_mol=5.5 largest_force_ev_per_a=0.8 gap_ev=10.88 spin_multiplicity=1
N -0.013 -0.544 -1.191
C -0.111 0.002 0.079
N 1.005 0.689 0.530
O -1.074 -0.189 0.781
H -0.928 -0.857 -1.466
H 0.580 -0.150 -1.896
H 1.626 1.008 -0.194
H 0.752 1.337 1.256



Entry 3:
80
Properties=species:S:1:pos:R:3 method="wB97M-V/def2-TZVPD" mol_weight_g_mol=1035.85 homo_energy_ev=-7.016 relative_energy_kj_mol=1595.9 largest_force_ev_per_a=11.6 gap_ev=6.90 spin_multiplicity=1
C 0.841 -1.783 1.076
O -0.133 -2.155 1.687
N 0.957 -0.646 0.431
C 2.220 -0.344 -0.238
C -0.111 0.356 0.254
H 1.814 -2.262 0.888
H 2.930 -0.283 0.586
H 1.941 0.606 -0.694
H 2.411 -1.151 -0.945
H -0.193 0.624 -0.800
H -1.057 -0.041 0.623
H 0.093 1.210 0.899
C -2.985 0.671 -2.415
O -3.035 -0.380 -3.132
N -3.002 0.776 -1.064
C -3.226 2.061 -0.445
C -2.807 -0.455 -0.257
H -3.014 1.693 -2.821
H -2.469 2.165 0.332
H -4.239 1.971 -0.053
H -3.339 2.934 -1.087
H -1.933 -0.379 0.390
H -3.599 -0.661 0.463
H -2.654 -1.337 -0.879
C -0.344 3.240 0.983
C 0.034 4.608 1.747
C -1.308 5.310 2.225
C -2.413 5.016 1.293
N -3.256 4.790 0.507
H -0.900 3.351 0.052
H -0.994 2.594 1.572
H 0.544 2.630 0.816
H 0.524 5.149 0.937
H 0.617 4.378 2.638
H -1.289 6.343 2.572
H -1.542 4.702 3.099
C 3.462 -0.989 -5.114
C 2.078 -0.421 -4.699
C 2.041 -0.203 -3.152
C 0.736 0.319 -2.587
N -0.255 0.732 -1.994
H 4.254 -0.249 -5.232
H 3.209 -1.403 -6.090
H 3.832 -1.839 -4.540
H 1.206 -1.014 -4.971
H 1.927 0.507 -5.252
H 2.798 0.479 -2.764
H 2.212 -1.137 -2.617
Br 0.639 -4.353 -1.210
C -0.895 -4.339 0.073
C -2.169 -4.102 -0.630
Br -3.569 -3.796 0.753
H -0.704 -3.529 0.777
H -1.075 -5.237 0.664
H -2.506 -4.968 -1.199
H -2.112 -3.285 -1.350
Br -3.265 -2.518 2.744
C -1.525 -1.638 3.270
C -1.453 -0.279 2.565
Br -2.599 1.145 3.480
H -0.685 -2.263 2.965
H -1.567 -1.592 4.358
H -1.976 -0.427 1.621
H -0.488 0.207 2.418
Br 0.362 -3.785 4.872
C 1.037 -3.904 2.969
C 2.128 -5.033 2.769
Br 2.791 -4.932 0.963
H 1.462 -2.990 2.554
H 0.156 -3.977 2.331
H 1.557 -5.938 2.975
H 2.813 -4.785 3.580
Br 2.282 1.828 0.965
C 2.007 3.263 -0.376
C 3.264 3.310 -1.259
Br 2.895 4.762 -2.554
H 1.972 4.216 0.150
H 1.102 2.980 -0.914
H 3.361 2.422 -1.883
H 4.171 3.455 -0.672



Entry 4:
119
Properties=species:S:1:pos:R:3 method="wB97M-V/def2-TZVPD" smiles="CCOC(=O)C(F)(F)F.CCOC(=O)C(F)(F)F.CCOC(=O)C(F)(F)F.O=S1(=O)OCCO1.O=S1(=O)OCCO1.O=S1(=O)OCCO1.O=S1(=O)OCCO1.O=S1(=O)OCCO1.O=S1(=O)OCCO1.O=S1(=O)OCCO1" mol_weight_g_mol=1295.05 homo_energy_ev=-11.180 relative_energy_kj_mol=553.2 largest_force_ev_per_a=5.8 gap_ev=10.92 spin_multiplicity=1
C 0.850 6.179 2.412
C 0.006 6.036 3.683
O 0.572 5.079 4.549
C 0.460 5.190 5.968
O -0.125 6.146 6.557
C 1.141 4.066 6.746
F 1.928 3.266 5.947
F 1.946 4.471 7.740
F 0.176 3.255 7.300
H 0.364 6.798 1.657
H 0.996 5.252 1.857
H 1.801 6.668 2.625
H -1.026 5.829 3.402
H 0.128 6.984 4.208
C -0.134 -4.121 5.275
C 1.181 -3.300 5.367
O 1.513 -2.973 6.679
C 2.793 -2.967 7.154
O 3.773 -3.483 6.539
C 3.023 -2.170 8.513
F 3.458 -3.009 9.453
F 3.942 -1.234 8.294
F 1.903 -1.527 8.894
H -0.055 -5.031 5.869
H -0.229 -4.466 4.246
H -1.048 -3.590 5.540
H 1.072 -2.311 4.921
H 1.997 -3.816 4.861
C -1.771 4.604 -7.130
C -1.323 4.012 -5.802
O -2.213 4.435 -4.777
C -2.093 4.016 -3.529
O -1.071 3.601 -2.940
C -3.373 4.246 -2.731
F -3.250 5.248 -1.825
F -4.444 4.550 -3.555
F -3.664 3.098 -2.102
H -1.328 3.990 -7.913
H -1.454 5.625 -7.346
H -2.853 4.550 -7.253
H -0.346 4.409 -5.529
H -1.252 2.943 -6.003
O -6.903 -1.372 0.233
S -6.420 -2.709 -0.009
O -6.053 -3.648 1.053
O -7.600 -3.452 -0.978
C -7.003 -3.820 -2.191
C -5.809 -2.846 -2.463
O -5.293 -2.723 -1.158
H -6.613 -4.830 -2.066
H -7.715 -3.832 -3.016
H -6.052 -1.850 -2.833
H -5.157 -3.267 -3.229
O -3.826 2.775 4.070
S -3.818 1.956 5.285
O -2.883 0.831 5.386
O -3.919 2.881 6.674
C -5.225 3.315 6.921
C -5.970 2.022 6.651
O -5.347 1.430 5.615
H -5.237 3.734 7.927
H -5.513 4.104 6.227
H -6.979 2.221 6.292
H -5.978 1.367 7.523
O 3.668 2.555 -8.557
S 4.024 3.204 -7.305
O 3.706 4.615 -7.166
O 3.325 2.294 -6.058
C 4.112 2.259 -4.922
C 5.617 2.488 -5.388
O 5.585 2.844 -6.759
H 3.662 2.830 -4.109
H 3.958 1.257 -4.521
H 6.216 1.588 -5.246
H 6.068 3.287 -4.799
O -1.694 -6.848 -0.933
S -1.036 -7.129 -2.193
O -1.438 -6.530 -3.465
O 0.546 -6.873 -1.924
C 1.127 -7.956 -1.225
C 0.155 -9.187 -1.432
O -0.779 -8.730 -2.385
H 2.125 -8.202 -1.587
H 1.162 -7.697 -0.167
H -0.343 -9.354 -0.477
H 0.710 -10.066 -1.761
O 2.440 -3.145 0.475
S 2.430 -2.175 -0.627
O 3.485 -2.412 -1.665
O 0.889 -1.906 -1.163
C 0.178 -1.176 -0.252
C 1.203 -0.206 0.456
O 2.449 -0.641 -0.048
H -0.623 -0.701 -0.819
H -0.380 -1.848 0.398
H 1.210 -0.123 1.543
H 1.107 0.851 0.208
O 5.034 2.736 1.797
S 5.872 2.410 2.983
O 6.104 3.331 4.108
O 5.328 0.853 3.493
C 6.287 -0.178 3.299
C 7.228 0.387 2.299
O 7.341 1.749 2.559
H 6.782 -0.420 4.239
H 5.801 -1.076 2.917
H 6.834 0.309 1.286
H 8.162 -0.173 2.242
O -3.007 -2.345 -9.328
S -1.984 -1.321 -9.179
O -1.910 -0.166 -10.030
O -1.925 -0.898 -7.606
C -1.254 -1.867 -6.791
C -0.040 -2.211 -7.662
O -0.455 -2.016 -8.961
H -1.011 -1.544 -5.778
H -1.851 -2.775 -6.705
H 0.342 -3.229 -7.592
H 0.807 -1.558 -7.451



Entry 5:
16
Properties=species:S:1:pos:R:3 method="wB97M-V/def2-TZVPD" smiles=CC.CC mol_weight_g_mol=60.14 homo_energy_ev=-11.281 relative_energy_kj_mol=61.3 largest_force_ev_per_a=3.0 gap_ev=12.40 spin_multiplicity=1
C -1.971 -0.140 1.088
C -2.317 -1.463 0.445
H -2.859 0.391 1.467
H -1.163 -0.310 1.788
H -1.819 0.643 0.325
H -3.302 -1.616 0.021
H -2.250 -2.301 1.146
H -1.622 -1.627 -0.396
C 2.326 1.105 -1.413
C 1.909 0.482 -0.060
H 1.653 0.728 -2.186
H 2.500 2.172 -1.426
H 3.294 0.669 -1.686
H 1.932 -0.591 -0.081
H 1.033 1.022 0.291
H 2.657 0.835 0.675



Entry 6:
19
Properties=species:S:1:pos:R:3 method="wB97M-V/def2-TZVPD" smiles="C=CC(=C)CCC[O-]" mol_weight_g_mol=111.16 charge=-1 homo_energy_ev=-2.231 relative_energy_kj_mol=303.9 largest_force_ev_per_a=3.9 gap_ev=5.73 spin_multiplicity=1
C 3.572 0.325 0.254
C 2.233 0.195 0.621
C 0.958 0.189 -0.070
C 1.084 -1.088 -0.522
C -0.222 1.070 0.407
C -1.554 0.387 0.530
C -2.272 -0.176 -0.725
O -3.376 -0.873 -0.478
H 4.245 1.015 0.777
H 3.841 0.133 -0.781
H 1.972 0.149 1.697
H 0.434 -1.919 -0.262
H 1.958 -1.404 -1.115
H -0.215 1.998 -0.269
H 0.162 1.403 1.380
H -1.505 -0.543 1.147
H -2.340 0.911 1.073
H -2.352 0.626 -1.476
H -1.484 -0.771 -1.369